Entry from OMol25: a cluster of 2 separate species, C4H12NO in total (ωB97M-V/def2-TZVPD).

Summary:
HOMO level: -13.84 eV
E_LUMO: -0.129 Ha
total charge: +1
relative energy (zero: lowest compared OMol25 entry of this formula, charge and spin): 1.219 eV
HOMO-LUMO gap: 10.318 eV

```
18
Properties=species:S:1:pos:R:3:nbo_charge:R:1
H 2.68 0.71 0.50 0.20
H 0.16 -1.41 -0.39 0.26
N -0.65 1.77 -1.32 -0.68
H -1.41 2.26 -0.87 0.45
H 1.29 -0.28 -1.14 0.22
C 1.88 0.65 1.21 -0.34
H -0.09 0.07 1.57 0.23
C -0.82 0.26 -1.20 -0.22
H -1.74 0.03 -0.65 0.24
H 0.21 2.05 -0.84 0.46
C 0.39 -0.35 -0.54 -0.47
H -0.51 -3.21 1.17 0.48
H -0.64 2.02 -2.31 0.45
C 0.68 0.23 0.82 -0.25
H -0.98 -0.16 -2.18 0.24
H -1.45 -3.00 2.37 0.49
O -1.08 -2.57 1.59 -0.96
H 2.06 0.95 2.23 0.23
```